# C3H3NO2

One molecule with the formula C3H3NO2 (ωB97M-V/def2-TZVPD, the Open Molecules 2025 dataset).

Geometry as XYZ:
```
9
Properties=species:S:1:pos:R:3:forces:R:3
C -1.49586 1.27013 -0.62120 0.1 -0.7 0.4
C -0.97356 0.24898 -0.26343 0.3 0.3 -0.3
N -0.23094 -0.83004 0.03169 -0.8 -0.3 -0.1
C 1.10694 -0.80354 0.38630 0.3 0.2 0.0
O 1.73714 -1.81124 0.52482 0.1 0.2 0.1
O 1.60558 0.43071 0.55551 0.1 -0.1 0.0
H -2.08231 2.12096 -0.78247 -0.3 0.6 -0.2
H -0.62655 -1.74164 -0.14210 0.2 0.0 0.1
H 0.95955 1.11567 0.31089 0.0 -0.2 0.1
```
Positions in Å, forces in eV/Å.

Properties
* SMILES: C#CNC(=O)O
* total charge: 0
* electronic energy: -8743.148 eV
* HOMO energy: -9.85 eV
* energy relative to the best compared isomer or geometry (same formula, charge and spin): 45.7 kcal per mole
* gap between HOMO and LUMO: 10.4 eV

Population analysis type Mulliken, resulting atomic charges in e: C -0.569; C 0.141; N -0.188; C 0.623; O -0.538; O -0.413; H 0.445; H 0.232; H 0.267

---

# CH4NO2

An isolated ion of composition CH4NO2 and charge +1 (ωB97M-V/def2-TZVPD, the Open Molecules 2025 dataset).

Geometry as XYZ:
```
8
Properties=species:S:1:pos:R:3:forces:R:3
N 0.10804 -0.47014 0.68727 -0.4 -1.1 0.0
C -0.13585 0.52153 -0.35032 2.4 0.4 -4.5
O 0.25807 0.16660 -1.80043 1.4 0.3 3.1
O -1.04015 0.47890 -1.33725 -2.5 -0.4 1.5
H 0.07895 0.08862 1.58355 -1.0 -1.5 -0.5
H 1.01914 -0.94037 0.72411 0.6 0.6 -0.7
H -0.48626 -1.28393 0.44072 -0.7 0.3 1.3
H 0.19807 1.43878 0.05236 0.2 1.4 -0.3
```
Positions in Å, forces in eV/Å.

Properties
* SMILES: [NH3+]C1OO1
* total charge: +1
* electronic energy: -6674.480 eV
* HOMO energy: -15.96 eV
* energy relative to the best compared isomer or geometry (same formula, charge and spin): 124.9 kcal per mole
* gap between HOMO and LUMO: 11.3 eV

Population analysis type Mulliken, resulting atomic charges in e: N -0.302; C 0.116; O -0.180; O -0.153; H 0.399; H 0.364; H 0.378; H 0.379

---

# BH3O2

One molecule with the formula BH3O2 (ωB97M-V/def2-TZVPD, the Open Molecules 2025 dataset).

Geometry as XYZ:
```
6
Properties=species:S:1:pos:R:3:forces:R:3
O -0.86893 0.30878 -0.69716 -0.5 0.9 -0.4
B -0.06061 -0.18793 0.27208 0.9 0.2 1.2
O 1.29228 -0.43965 0.14362 -0.5 0.3 -1.1
H -1.64266 0.84768 -0.41510 0.9 -1.0 -0.1
H -0.42717 -0.35803 1.39975 -0.3 -0.1 -0.1
H 1.70708 -0.17084 -0.70320 -0.5 -0.3 0.6
```
Positions in Å, forces in eV/Å.

Properties
* SMILES: OBO
* total charge: 0
* electronic energy: -4822.297 eV
* HOMO energy: -11.54 eV
* energy relative to the best compared isomer or geometry (same formula, charge and spin): 0.0 kcal per mole
* gap between HOMO and LUMO: 12.1 eV

Population analysis type Mulliken, resulting atomic charges in e: O -0.524; B 0.509; O -0.513; H 0.327; H -0.106; H 0.309

---

# C15H8F3N4O6S

An isolated ion of composition C15H8F3N4O6S and charge -1 (ωB97M-V/def2-TZVPD, the Open Molecules 2025 dataset).

Geometry as XYZ:
```
37
Properties=species:S:1:pos:R:3:forces:R:3
N -2.97652 -0.00863 1.81832 2.0 0.7 -0.5
C -1.90197 0.39035 1.56019 -2.2 -1.0 0.4
C -0.62957 0.93690 1.28172 0.5 0.5 -0.4
C -0.48291 2.29007 1.51369 0.8 0.6 -0.6
C 0.77510 2.96808 1.42741 -0.5 0.3 -0.1
N 0.84461 4.36806 1.70469 -0.7 0.8 0.4
O 1.88991 5.04582 1.62125 -0.9 -1.6 -0.1
O -0.23423 4.91230 2.05221 0.8 -0.4 -0.4
C 1.93171 2.11985 1.41108 3.1 2.2 1.5
N 3.19631 2.43543 1.89735 -3.3 -0.5 -1.2
O 3.80622 1.26098 2.07224 0.3 -1.8 -0.3
N 2.94650 0.13027 1.67282 -1.1 2.3 0.1
O 3.31345 -0.98789 1.96373 -0.1 0.5 -0.2
C 1.81416 0.75397 1.20092 0.7 -2.3 -0.5
C 0.53014 0.09055 0.75025 -0.5 -3.6 1.7
C 0.22707 -0.53849 -0.68429 0.4 1.0 -2.3
C -1.13918 -1.15105 -0.94168 -0.4 0.5 0.1
C -2.08705 -0.46931 -1.71751 -0.2 0.0 0.9
C -3.44108 -0.83367 -1.60556 0.2 0.4 -0.5
C -3.83585 -1.90893 -0.80657 0.3 -0.2 -0.6
C -2.84393 -2.73571 -0.26184 -0.2 0.1 -0.2
C -1.50031 -2.37520 -0.36489 -0.4 0.1 0.8
S 1.38115 -1.88104 -1.26462 1.2 0.4 2.0
O 0.77117 -3.05335 -1.84235 0.4 1.1 -0.3
O 2.30887 -2.02884 -0.16745 -0.2 -0.5 -0.6
C 2.42893 -0.99251 -2.52651 -0.4 0.0 -0.6
F 3.51380 -1.73462 -2.79868 -0.8 0.6 0.0
F 2.81766 0.21754 -2.07418 -0.3 -1.0 -0.4
F 1.66998 -0.83330 -3.64725 0.9 0.1 0.6
H -1.35802 2.91183 1.72606 0.4 -0.4 0.2
H 0.53480 -0.96243 1.16734 0.0 1.3 1.3
H 0.44888 0.32055 -1.33039 -0.4 -0.4 -0.7
H -1.75568 0.40622 -2.29338 -0.4 -0.3 0.3
H -4.17487 -0.22931 -2.15962 0.3 -0.4 0.4
H -4.90176 -2.15633 -0.71027 0.6 0.1 0.1
H -3.13500 -3.65548 0.25474 0.2 0.4 -0.1
H -0.75248 -3.02270 0.10101 -0.2 0.3 0.0
```
Positions in Å, forces in eV/Å.

Properties
* SMILES: N#CC1=CC(=[N+]([O-])[O-])c2no[n+]([O-])c2[C@@H]1[C@H](c1ccccc1)S(=O)(=O)C(F)(F)F
* total charge: -1
* electronic energy: -52910.511 eV
* HOMO energy: -4.55 eV
* energy relative to the best compared isomer or geometry (same formula, charge and spin): 21.8 kcal per mole
* gap between HOMO and LUMO: 7.2 eV

Population analysis type Mulliken, resulting atomic charges in e: N -0.683; C -0.073; C -0.508; C -0.086; C -1.028; N 0.874; O -0.638; O -0.669; C 1.016; N -0.528; O -0.234; N 0.708; O -0.689; C -0.461; C 0.962; C -0.318; C 0.011; C -0.371; C -0.515; C -0.461; C -0.640; C -0.150; S 0.986; O -0.591; O -0.610; C 0.681; F -0.209; F -0.193; F -0.242; H 0.538; H 0.447; H 0.938; H 0.366; H 0.343; H 0.357; H 0.327; H 0.341

---

# C4H5FO

One molecule with the formula C4H5FO (ωB97M-V/def2-TZVPD, the Open Molecules 2025 dataset).

Geometry as XYZ:
```
11
Properties=species:S:1:pos:R:3:forces:R:3
C 1.41045 0.90421 -0.24721 0.6 0.5 -0.1
C 1.08869 -0.37304 -0.08844 -2.7 1.6 0.4
F 1.98052 -1.34342 -0.10397 0.3 -0.7 -0.3
C -0.36726 -0.78441 0.23754 1.2 0.6 0.4
C -1.54901 0.08722 0.10480 -0.2 0.9 0.2
O -1.33504 -1.00779 -0.74385 -0.1 -0.2 -1.6
H 0.69920 1.72920 -0.06350 0.3 -0.9 -0.3
H 2.42594 1.20614 -0.53251 -0.4 -0.2 0.3
H -0.45381 -1.50754 0.99854 0.3 -0.9 1.0
H -2.43008 -0.01904 0.74873 0.5 -0.1 0.1
H -1.46960 1.10846 -0.31014 0.2 -0.7 -0.1
```
Positions in Å, forces in eV/Å.

Properties
* SMILES: C=C(F)[C@H]1CO1
* total charge: 0
* electronic energy: -8991.604 eV
* HOMO energy: -10.03 eV
* energy relative to the best compared isomer or geometry (same formula, charge and spin): 32.9 kcal per mole
* gap between HOMO and LUMO: 11.1 eV

Population analysis type Mulliken, resulting atomic charges in e: C -0.711; C 0.430; F -0.242; C -0.077; C -0.259; O -0.381; H 0.194; H 0.273; H 0.343; H 0.229; H 0.201

---

# C41H44N3O2V

C41H44N3O2V as an isolated structure (ωB97M-V/def2-TZVPD, the Open Molecules 2025 dataset).

Geometry as XYZ:
```
91
Properties=species:S:1:pos:R:3:forces:R:3
V 0.33262 -0.46736 -0.27034 -0.5 -0.1 0.2
O -0.53962 0.29410 -1.56600 0.5 0.4 0.2
C -1.72640 1.02226 -1.87154 0.0 -0.1 0.0
C -2.58392 0.88731 -0.60619 0.1 0.1 0.1
C -1.90419 1.48087 0.60442 0.1 -0.2 -0.1
C -2.48838 2.54914 1.26095 0.0 0.1 0.0
C -1.89033 3.06140 2.39781 0.1 -0.1 0.0
C -0.74807 2.44477 2.87980 -0.1 0.1 0.0
C -0.20766 1.36506 2.19904 0.1 -0.1 -0.1
C 0.94752 0.60822 2.81327 -0.1 0.1 -0.2
C 2.17556 0.50294 1.90500 -0.2 -0.1 0.0
O 1.72377 -0.23396 0.77098 0.0 0.2 -0.3
C 3.31367 -0.30251 2.52750 0.0 0.0 0.0
C 3.20007 -0.95290 3.74833 0.0 0.0 0.0
C 4.26088 -1.70260 4.24723 0.0 0.0 0.0
C 5.43901 -1.81229 3.52688 0.0 0.0 0.0
C 5.56065 -1.15998 2.30416 0.0 0.0 0.0
C 4.50686 -0.40677 1.81380 0.0 0.0 0.0
C 2.66824 1.88395 1.49055 0.0 0.1 0.0
C 2.80443 2.26182 0.16302 0.0 0.1 0.0
C 3.26987 3.53149 -0.17059 0.0 0.0 0.0
C 3.59840 4.43514 0.82595 0.0 0.0 0.0
C 3.47480 4.05956 2.15995 0.0 0.0 0.0
C 3.02117 2.79258 2.48761 0.0 0.0 0.0
N -0.74727 0.92858 1.04040 -0.1 0.0 0.0
C -1.43647 2.49515 -2.14945 0.0 0.0 0.0
C -0.32522 3.13042 -1.60639 0.0 0.0 0.0
C -0.13595 4.49567 -1.78023 0.0 0.0 0.0
C -1.06000 5.24269 -2.49555 0.0 0.0 0.0
C -2.17340 4.61634 -3.03973 0.0 -0.1 0.0
C -2.36016 3.25102 -2.86837 0.0 0.0 0.0
C -2.32053 0.31205 -3.08154 0.0 0.0 0.0
C -1.56295 0.29837 -4.25253 0.0 0.0 0.0
C -1.99174 -0.40779 -5.36400 0.0 0.0 0.0
C -3.19685 -1.10436 -5.32254 0.0 0.0 0.0
C -3.95953 -1.08324 -4.16680 0.0 0.0 0.0
C -3.52057 -0.38005 -3.04766 -0.1 0.0 0.0
H -3.54217 1.38218 -0.75162 0.0 0.0 0.0
H -2.76109 -0.17577 -0.42623 0.0 0.0 0.0
H -3.40388 2.97145 0.86792 0.0 0.0 0.0
H -2.32073 3.91073 2.91388 0.0 0.0 0.0
H -0.27273 2.78284 3.79065 0.0 0.0 0.0
H 1.20774 1.08209 3.75661 0.0 0.0 0.0
H 0.61166 -0.40814 3.02828 -0.1 0.0 0.0
H 2.29104 -0.88682 4.33444 0.1 0.0 0.0
H 4.16022 -2.19977 5.20465 0.0 0.0 0.0
H 6.26431 -2.39581 3.91753 0.0 0.0 0.0
H 6.48361 -1.22994 1.74073 0.0 0.0 0.0
H 4.61447 0.12182 0.87240 0.0 0.0 0.0
H 2.56366 1.56523 -0.62788 0.0 -0.1 0.0
H 3.37878 3.80551 -1.21395 0.0 0.0 0.1
H 3.96101 5.42342 0.56996 0.0 -0.1 0.0
H 3.74427 4.75483 2.94657 0.0 0.0 0.0
H 2.96019 2.49912 3.53127 0.0 0.0 -0.1
H 0.40049 2.56828 -1.03643 0.0 -0.1 0.0
H 0.73493 4.97315 -1.34703 0.0 0.0 0.0
H -0.91315 6.30747 -2.63191 0.0 -0.1 0.0
H -2.89902 5.18961 -3.60384 0.0 0.0 0.0
H -3.22811 2.76951 -3.30552 0.0 0.0 0.0
H -0.62823 0.84700 -4.28521 0.0 0.0 0.0
H -1.39519 -0.40942 -6.26774 0.0 0.0 0.0
H -3.53889 -1.65237 -6.19178 0.0 0.0 0.0
H -4.90226 -1.61431 -4.12781 0.0 0.0 0.0
H -4.13424 -0.38983 -2.15357 0.1 0.0 -0.1
N 1.73445 -1.53779 -1.52981 -0.1 -0.1 0.0
C 1.38874 -2.23293 -2.79767 0.0 0.1 0.1
C 0.27542 -3.23938 -2.58855 -0.1 0.1 0.1
N -0.96580 -2.54112 -2.28803 0.1 -0.1 -0.1
H 2.47508 -0.86567 -1.71252 0.0 0.0 0.0
H 2.14640 -2.19841 -0.87433 0.0 -0.1 0.0
H 2.27453 -2.72308 -3.20005 0.1 0.0 0.0
H 1.06742 -1.47461 -3.50967 0.0 0.1 0.0
H 0.53320 -3.88308 -1.74396 0.0 0.0 0.0
H 0.23208 -3.88575 -3.46863 0.0 0.0 -0.1
H -1.61143 -3.10193 -1.75206 0.0 0.0 0.0
H -1.43180 -2.20526 -3.12304 0.0 0.0 0.0
C -1.24930 -5.18048 1.81448 0.0 0.0 0.0
C -1.96270 -3.83338 2.00035 0.0 0.0 0.0
C -3.40292 -3.92974 1.47523 0.0 0.0 0.0
C -1.97816 -3.45401 3.48865 0.0 0.0 0.0
C -1.24570 -2.79333 1.24246 0.1 0.1 -0.1
C -0.66453 -1.92488 0.61812 0.1 -0.1 0.0
H -1.76941 -5.95530 2.38367 0.0 0.0 0.0
H -0.21785 -5.12652 2.16715 0.0 0.0 0.0
H -1.24017 -5.47534 0.76288 0.0 0.0 0.0
H -3.94517 -4.70111 2.02723 0.0 0.0 0.0
H -3.41637 -4.19326 0.41537 0.0 0.0 0.0
H -3.92881 -2.98124 1.60163 0.0 0.0 0.0
H -2.52624 -4.20853 4.05838 0.0 0.0 0.0
H -2.46451 -2.48784 3.63786 0.0 0.0 0.0
H -0.96148 -3.39517 3.88330 0.0 0.0 0.0
```
Positions in Å, forces in eV/Å.

Properties
* total charge: +1
* multiplicity: 2
* electronic energy: -77480.587 eV
* HOMO energy (spin up / spin down): -11.34 / -11.32 eV
* energy relative to the best compared isomer or geometry (same formula, charge and spin): 0.0 kcal per mole
* gap between HOMO and LUMO (spin up / spin down): 7.9 / 8.5 eV

Population analysis type Mulliken, resulting atomic charges in e: V 0.906; O -0.020; C 3.246; C -2.178; C 0.090; C -0.961; C -1.078; C -1.083; C -0.030; C -1.786; C 2.572; O 0.229; C -0.660; C -0.209; C -1.039; C -0.454; C -0.939; C -0.272; C -0.181; C 0.281; C -1.056; C -0.571; C -1.018; C -0.429; N 1.204; C -0.385; C 0.490; C -0.773; C -0.591; C -0.952; C -0.581; C -0.700; C -0.047; C -1.055; C -0.497; C -1.077; C -0.066; H 0.643; H 0.680; H 0.549; H 0.452; H 0.551; H 0.866; H 0.772; H 0.391; H 0.425; H 0.419; H 0.421; H 0.405; H 0.297; H 0.546; H 0.440; H 0.460; H 0.396; H -0.236; H 0.491; H 0.436; H 0.425; H 0.459; H 0.484; H 0.447; H 0.435; H 0.445; H 0.408; N -0.489; C -0.615; C -0.781; N -0.207; H 0.251; H 0.311; H 0.472; H 0.330; H 0.287; H 0.490; H 0.131; H 0.041; C -1.606; C 1.469; C -1.577; C -1.580; C 0.446; C -0.428; H 0.423; H 0.327; H 0.334; H 0.440; H 0.303; H 0.325; H 0.434; H 0.307; H 0.324